Computed, not measured: 5 unconnected molecules or ions with the total composition C13H25N6O10 at a distorted geometry, with wB97M-V/def2-TZVPD.

```
54
Properties=species:S:1:pos:R:3
C -0.403 0.041 1.402
C -0.268 0.411 -0.127
O -1.120 -0.346 -1.009
C -0.601 -1.588 -1.336
O -1.346 -2.525 -1.308
C 0.883 -1.923 -1.818
C 1.416 -1.234 -3.022
C 2.806 -1.570 -3.437
N 3.533 -2.458 -2.718
C 3.086 -3.134 -1.605
C 1.734 -2.904 -1.095
C 1.127 -3.606 0.160
N 2.137 -3.934 1.211
H -1.197 -0.721 1.595
H -0.595 0.979 1.991
H 0.584 -0.338 1.782
H 0.807 0.401 -0.405
H -0.597 1.482 -0.216
H 0.795 -0.503 -3.592
H 3.171 -1.029 -4.342
H 4.486 -2.654 -3.038
H 3.708 -3.865 -1.051
H 0.604 -4.569 -0.063
H 0.357 -2.942 0.637
H 2.802 -4.571 0.761
H 2.624 -3.072 1.467
C -4.130 0.485 -2.492
N -4.619 1.614 -1.660
O -4.446 2.741 -2.086
O -5.157 1.322 -0.608
H -3.674 0.885 -3.393
H -3.400 -0.062 -1.899
H -4.985 -0.140 -2.739
C -4.196 3.867 0.848
N -4.224 4.565 2.162
O -4.766 5.649 2.210
O -3.697 3.991 3.099
H -4.695 4.486 0.110
H -3.152 3.716 0.581
H -4.713 2.920 0.969
C 5.034 1.347 -2.014
N 3.624 1.702 -1.758
O 3.098 2.485 -2.523
O 3.105 1.164 -0.815
H 5.378 1.878 -2.897
H 5.623 1.630 -1.145
H 5.061 0.270 -2.170
C -0.510 0.439 5.673
N 0.125 -0.677 4.922
O -0.409 -1.766 4.977
O 1.142 -0.417 4.302
H -1.398 0.063 6.172
H 0.216 0.802 6.397
H -0.770 1.213 4.954
```

As for the total energy: -1590.59675 a.u. The spin multiplicity is 1. As for the frontier orbital gap: 7.231 eV. The value obtained for the HOMO energy is -12.36 eV. Its charge is +1.

natural (NBO) charges, unit e, in atom order:
1. C -0.672
2. C -0.108
3. O -0.496
4. C 0.764
5. O -0.489
6. C -0.004
7. C -0.196
8. C 0.060
9. N -0.439
10. C 0.051
11. C 0.006
12. C -0.274
13. N -0.775
14. H 0.238
15. H 0.237
16. H 0.227
17. H 0.202
18. H 0.213
19. H 0.277
20. H 0.267
21. H 0.452
22. H 0.259
23. H 0.254
24. H 0.236
25. H 0.340
26. H 0.362
27. C -0.490
28. N 0.535
29. O -0.372
30. O -0.380
31. H 0.227
32. H 0.243
33. H 0.243
34. C -0.492
35. N 0.533
36. O -0.359
37. O -0.401
38. H 0.241
39. H 0.218
40. H 0.252
41. C -0.484
42. N 0.535
43. O -0.353
44. O -0.395
45. H 0.243
46. H 0.254
47. H 0.207
48. C -0.485
49. N 0.535
50. O -0.359
51. O -0.404
52. H 0.238
53. H 0.241
54. H 0.237

---

Computed, not measured: a single C13H25NO5 molecule at a distorted geometry, with wB97M-V/def2-TZVPD.

```
44
Properties=species:S:1:pos:R:3
C -3.628 -2.073 -0.187
C -4.753 -1.182 -0.229
C -4.404 0.404 -0.348
C -3.698 0.807 0.838
O -2.462 0.361 0.968
C -1.625 1.312 -0.086
O -2.074 2.276 -0.666
N -0.263 0.862 0.034
C 0.119 -0.042 0.797
C 0.195 -1.451 -0.028
O 1.378 -2.474 0.128
C 2.466 -1.840 -0.458
C 3.585 -1.460 0.604
O 4.607 -0.783 0.028
C 4.908 0.595 0.230
C 3.784 1.482 -0.212
O 2.765 1.665 0.281
C 1.796 2.377 0.132
C 0.656 1.494 -0.737
H -3.166 -1.796 0.811
H -4.073 -3.162 -0.207
H -3.167 -2.045 -1.162
H -5.686 -1.298 -0.961
H -5.375 -1.430 0.862
H -5.492 0.909 -0.102
H -4.020 0.556 -1.218
H -3.805 1.754 0.748
H -4.168 0.325 1.855
H -0.542 -0.273 1.567
H 1.222 -0.210 0.980
H -0.646 -2.216 0.120
H -0.059 -1.310 -0.996
H 2.377 -0.758 -1.145
H 2.900 -2.516 -1.436
H 3.916 -2.465 0.808
H 3.269 -0.692 1.343
H 4.942 0.507 1.239
H 5.847 0.663 -0.266
H 4.254 2.410 -0.626
H 3.557 1.124 -1.356
H 1.281 2.651 1.143
H 2.128 3.339 -0.435
H 1.167 1.195 -1.508
H -0.011 2.408 -1.146
```

As for the total energy: -940.74213 a.u. The spin multiplicity is 1. As for the SMILES: CCCCOC(=O)N1CCOCCOCCOCC1. As for the frontier orbital gap: 9.358 eV. The value obtained for the HOMO energy is -8.63 eV. The value obtained for the energy above the lowest of the compared OMol25 structures with the same formula, charge and spin is 1420.4 kJ/mol. Its charge is 0.

natural (NBO) charges, unit e, in atom order:
1. C -0.664
2. C -0.369
3. C -0.397
4. C -0.068
5. O -0.562
6. C 0.903
7. O -0.572
8. N -0.475
9. C -0.255
10. C -0.103
11. O -0.552
12. C -0.092
13. C -0.101
14. O -0.557
15. C -0.089
16. C -0.004
17. O -0.508
18. C -0.013
19. C -0.249
20. H 0.243
21. H 0.211
22. H 0.209
23. H 0.205
24. H 0.167
25. H 0.202
26. H 0.200
27. H 0.176
28. H 0.171
29. H 0.256
30. H 0.245
31. H 0.202
32. H 0.169
33. H 0.144
34. H 0.183
35. H 0.194
36. H 0.161
37. H 0.178
38. H 0.221
39. H 0.140
40. H 0.086
41. H 0.177
42. H 0.159
43. H 0.201
44. H 0.230

---

Computed, not measured: a single C13H25NO5 molecule at a distorted geometry, with wB97M-V/def2-TZVPD.

```
44
Properties=species:S:1:pos:R:3
C 5.238 0.434 0.073
C 4.390 -0.696 -0.422
C 3.566 -1.130 0.723
C 2.394 -0.271 1.199
O 1.331 -0.033 0.354
C 0.416 -0.791 -0.165
O 0.223 -1.779 0.536
N -0.308 -0.502 -1.097
C -0.146 0.938 -1.846
C -0.268 2.144 -1.065
O -1.614 2.124 -0.743
C -1.971 2.554 0.626
C -1.978 1.433 1.588
O -3.152 0.684 1.229
C -3.008 -0.650 1.537
C -4.042 -1.476 0.753
O -3.412 -1.848 -0.850
C -2.684 -1.051 -1.463
C -1.266 -1.623 -1.617
H 5.709 0.174 1.025
H 5.701 0.691 -0.830
H 4.591 1.166 0.360
H 3.446 -0.198 -1.103
H 4.898 -1.588 -0.676
H 4.056 -1.432 1.861
H 2.885 -2.097 0.464
H 1.813 -0.852 1.913
H 2.723 0.627 1.580
H -0.878 0.826 -2.814
H 0.968 0.544 -2.347
H 0.315 2.044 -0.328
H -0.016 2.838 -1.632
H -2.835 3.140 0.462
H -1.201 3.362 0.758
H -2.107 1.709 2.426
H -0.965 1.029 1.421
H -2.018 -1.316 1.355
H -3.345 -0.915 2.536
H -4.382 -2.440 0.967
H -4.790 -0.814 0.379
H -3.232 -1.166 -2.357
H -2.858 0.052 -1.114
H -1.001 -1.441 -2.702
H -1.185 -2.405 -0.957
```

As for the total energy: -940.84056 a.u. The spin multiplicity is 1. As for the SMILES: CCCCOC(=O)N1CCOCCOCCOCC1. As for the frontier orbital gap: 9.076 eV. The value obtained for the HOMO energy is -8.28 eV. The value obtained for the energy above the lowest of the compared OMol25 structures with the same formula, charge and spin is 1162.0 kJ/mol. Its charge is 0.

natural (NBO) charges, unit e, in atom order:
1. C -0.626
2. C -0.408
3. C -0.414
4. C -0.078
5. O -0.550
6. C 0.847
7. O -0.763
8. N -0.411
9. C -0.189
10. C -0.127
11. O -0.541
12. C -0.069
13. C -0.073
14. O -0.520
15. C -0.154
16. C -0.063
17. O -0.599
18. C -0.089
19. C -0.241
20. H 0.212
21. H 0.219
22. H 0.194
23. H 0.198
24. H 0.221
25. H 0.203
26. H 0.228
27. H 0.210
28. H 0.171
29. H 0.230
30. H 0.217
31. H 0.187
32. H 0.175
33. H 0.203
34. H 0.174
35. H 0.158
36. H 0.191
37. H 0.245
38. H 0.177
39. H 0.210
40. H 0.197
41. H 0.177
42. H 0.189
43. H 0.208
44. H 0.273

---

Computed, not measured: a molecular structure, C13H25O7 at a distorted geometry, with wB97M-V/def2-TZVPD.

```
45
Properties=species:S:1:pos:R:3
O -0.151 0.334 -0.358
C 0.764 1.200 -0.594
O 1.868 0.913 -0.091
O 0.573 2.259 -1.204
H 0.622 -0.051 0.062
C 1.446 -0.510 -2.752
C 0.098 -0.152 -3.366
O -0.372 -0.830 -4.237
C -0.609 1.081 -2.870
H 2.190 -0.630 -3.540
H 1.391 -1.395 -2.119
H 1.786 0.381 -2.224
H -0.044 1.897 -3.320
H -0.642 1.206 -1.788
H -1.621 1.183 -3.263
C -2.499 2.548 0.511
C -1.374 2.569 1.598
O -1.428 3.412 2.447
C -0.349 1.419 1.583
H -2.947 1.573 0.322
H -2.067 2.964 -0.399
H -3.353 3.182 0.747
H 0.475 1.597 0.892
H -0.737 0.439 1.308
H 0.156 1.302 2.542
C 0.162 -3.789 -0.367
C -0.513 -2.797 -1.324
O -1.053 -3.211 -2.323
C -0.546 -1.290 -1.096
H 0.255 -4.742 -0.889
H -0.448 -3.906 0.529
H 1.171 -3.506 -0.067
H -0.929 -0.637 -1.881
H 0.432 -0.959 -0.747
H -1.281 -1.116 -0.311
C 1.112 0.165 1.656
C 1.114 0.343 3.149
O 1.343 1.415 3.728
C 0.771 -0.859 3.914
H 1.801 -0.623 1.350
H 1.435 1.063 1.129
H 0.106 -0.110 1.340
H 0.666 -0.622 4.972
H 1.490 -1.655 3.720
H -0.263 -1.055 3.630
```

As for the total energy: -1036.37211 a.u. The spin multiplicity is 1. As for the frontier orbital gap: 7.619 eV. The value obtained for the HOMO energy is -4.78 eV. The value obtained for the energy above the lowest of the compared OMol25 structures with the same formula, charge and spin is 1840.8 kJ/mol. Its charge is -1.

natural (NBO) charges, unit e, in atom order:
1. O -0.845
2. C 0.859
3. O -0.741
4. O -0.732
5. H 0.618
6. C -0.746
7. C 0.591
8. O -0.570
9. C -0.745
10. H 0.228
11. H 0.230
12. H 0.245
13. H 0.242
14. H 0.271
15. H 0.207
16. C -0.736
17. C 0.620
18. O -0.564
19. C -0.587
20. H 0.207
21. H 0.246
22. H 0.211
23. H 0.205
24. H 0.176
25. H 0.239
26. C -0.723
27. C 0.568
28. O -0.558
29. C -0.657
30. H 0.228
31. H 0.223
32. H 0.219
33. H 0.263
34. H 0.201
35. H 0.209
36. C -0.811
37. C 0.580
38. O -0.574
39. C -0.715
40. H 0.203
41. H 0.318
42. H 0.219
43. H 0.221
44. H 0.233
45. H 0.223

---

Computed, not measured: a molecular structure, C13H26AlB2N2O3 at a distorted geometry, with wB97M-V/def2-TZVPD.

```
47
Properties=species:S:1:pos:R:3
C 3.464 1.163 0.107
B 3.110 0.722 -1.414
O 3.274 1.754 -2.437
Al 2.403 -1.228 -1.866
C 0.473 -0.940 -2.592
C -0.151 0.208 -1.702
C -1.731 0.316 -1.761
N -2.086 1.782 -1.870
C -2.939 2.239 -0.750
C -2.327 2.023 0.662
C -0.910 1.971 0.983
C -0.426 1.721 2.349
C -1.365 1.547 3.469
C -2.788 1.639 3.147
C -3.276 1.856 1.788
O -4.651 1.942 1.514
B 2.253 -2.190 0.022
O 3.495 -2.317 0.749
N 0.964 -2.662 0.576
C 0.251 -3.599 -0.330
C 1.080 -3.191 1.955
H 2.590 0.912 0.784
H 4.379 0.644 0.495
H 3.571 2.292 0.172
H 2.441 2.267 -2.392
H 3.344 -2.022 -2.890
H 0.593 -0.612 -3.667
H -0.119 -1.892 -2.615
H 0.239 1.180 -2.120
H 0.175 0.020 -0.645
H -2.242 -0.195 -0.901
H -2.133 -0.159 -2.705
H -2.662 1.868 -2.714
H -3.982 1.810 -0.801
H -3.071 3.359 -0.874
H -0.145 2.121 0.192
H 0.661 1.662 2.585
H -0.975 1.367 4.495
H -3.528 1.545 3.973
H -4.904 2.883 1.580
H 4.219 -2.326 0.107
H 0.787 -3.659 -1.315
H -0.774 -3.174 -0.541
H 0.192 -4.616 0.146
H 2.027 -3.760 2.160
H 0.965 -2.362 2.710
H 0.232 -3.909 2.178
```

As for the total energy: -1138.32038 a.u. The spin multiplicity is 1. As for the frontier orbital gap: 5.966 eV. The value obtained for the HOMO energy is -3.52 eV. Its charge is -1.

natural (NBO) charges, unit e, in atom order:
1. C -1.062
2. B 0.594
3. O -0.992
4. Al 0.661
5. C -0.924
6. C -0.434
7. C -0.238
8. N -0.638
9. C -0.265
10. C 0.020
11. C -0.239
12. C -0.212
13. C -0.226
14. C -0.272
15. C 0.250
16. O -0.716
17. B 0.585
18. O -0.959
19. N -0.754
20. C -0.402
21. C -0.421
22. H 0.225
23. H 0.241
24. H 0.189
25. H 0.478
26. H -0.377
27. H 0.193
28. H 0.190
29. H 0.200
30. H 0.207
31. H 0.185
32. H 0.184
33. H 0.352
34. H 0.190
35. H 0.193
36. H 0.245
37. H 0.225
38. H 0.218
39. H 0.213
40. H 0.478
41. H 0.491
42. H 0.220
43. H 0.183
44. H 0.175
45. H 0.187
46. H 0.189
47. H 0.173